# 1
{
  "formula": "C2H5NO",
  "method": "ωB97M-V/def2-TZVPD",
  "energy_ev": -5691.594,
  "smiles": "CN=C=O.[H][H]",
  "relative_energy_kcal_mol": 37.7,
  "species": ["C", "N", "C", "O", "H", "H", "H", "H", "H"],
  "positions_angstrom": [[-1.17582, -0.25859, -0.05104], [0.05928, 0.46830, 0.06617], [0.43743, 1.59776, 0.23305], [0.92778, 2.65516, 0.39102], [-1.78244, -0.14502, 0.85278], [-0.95128, -1.31831, -0.18790], [-1.75222, 0.08898, -0.91407], [2.55188, -1.61578, -0.20271], [1.89692, -1.27414, -0.10992]],
  "nbo_charge": [-0.41, -0.56, 0.86, -0.52, 0.21, 0.21, 0.21, -0.01, 0.00]
}

# 2
{
  "formula": "C31H23Cl2F2N3O3Pd",
  "method": "ωB97M-V/def2-TZVPD",
  "energy_ev": -77094.841,
  "relative_energy_kcal_mol": 0.7,
  "species": ["Pd", "F", "C", "C", "C", "C", "C", "F", "C", "C", "C", "C", "C", "C", "N", "H", "H", "H", "H", "H", "H", "O", "C", "C", "C", "C", "C", "C", "N", "H", "H", "H", "H", "H", "H", "H", "Cl", "C", "C", "C", "C", "C", "Cl", "C", "N", "C", "C", "C", "C", "C", "C", "C", "C", "O", "O", "H", "H", "H", "H", "H", "H", "H", "H", "H", "H"],
  "positions_angstrom": [[1.19238, 1.49579, -1.06501], [-2.21468, 0.15486, -4.99076], [-0.95677, 0.46734, -4.62521], [-0.71238, 0.79729, -3.30545], [0.57591, 1.12563, -2.90522], [1.62237, 1.03644, -3.85405], [1.30981, 0.70952, -5.16680], [2.28732, 0.63048, -6.09641], [0.02693, 0.43400, -5.59047], [2.97887, 1.15892, -3.31282], [4.18247, 1.13972, -4.01177], [5.37312, 1.20577, -3.30967], [5.35729, 1.29160, -1.92661], [4.13267, 1.32294, -1.28953], [2.98710, 1.25860, -1.96606], [-1.53687, 0.72963, -2.60997], [-0.18451, 0.17780, -6.61765], [4.18044, 1.07189, -5.08638], [6.31312, 1.18976, -3.84575], [6.26790, 1.33964, -1.34773], [4.03884, 1.40846, -0.21485], [1.94454, 1.62205, 0.90041], [0.97810, 2.00147, 1.83421], [-0.34697, 2.36213, 1.21816], [-1.35838, 2.90840, 2.00153], [-2.55700, 3.25849, 1.42142], [-2.71268, 3.08328, 0.05222], [-1.66792, 2.54948, -0.66561], [-0.51299, 2.16721, -0.09831], [2.24494, 0.42087, 1.18268], [1.31598, 2.87268, 2.41111], [0.80092, 1.19311, 2.55931], [-1.18544, 3.04257, 3.06076], [-3.35759, 3.67366, 2.01984], [-3.62437, 3.36164, -0.45641], [-1.73073, 2.43454, -1.73565], [-2.45369, -1.96249, -1.25622], [-3.05358, -1.08292, 0.11356], [-4.26443, -0.42441, 0.00140], [-4.76947, 0.27315, 1.08671], [-4.02992, 0.34980, 2.25391], [-2.79830, -0.27895, 2.33671], [-1.84818, -0.02026, 3.76466], [-2.29119, -1.06630, 1.29307], [-1.08167, -1.73942, 1.36145], [-0.71096, -2.64788, 2.36260], [-1.63316, -3.08033, 3.31416], [-1.26002, -3.94209, 4.33111], [0.04414, -4.39899, 4.41084], [0.95064, -4.00399, 3.43900], [0.60392, -3.14716, 2.40165], [1.63034, -2.89782, 1.31373], [1.73599, -1.47127, 0.80057], [1.19121, -1.16589, -0.25986], [2.40903, -0.65632, 1.54433], [-4.81072, -0.48479, -0.92975], [-5.72897, 0.76730, 1.01640], [-4.38301, 0.91799, 3.10363], [-0.56264, -1.77920, 0.49074], [-2.65907, -2.74177, 3.25313], [-1.99799, -4.25538, 5.05847], [0.35166, -5.06362, 5.20683], [1.96786, -4.37615, 3.47563], [1.39515, -3.51990, 0.44738], [2.60527, -3.19862, 1.69664]],
  "nbo_charge": [0.80, -0.32, 0.44, -0.38, -0.08, -0.18, 0.44, -0.33, -0.39, 0.22, -0.24, -0.14, -0.26, 0.07, -0.43, 0.23, 0.25, 0.24, 0.22, 0.23, 0.24, -0.83, -0.10, 0.24, -0.25, -0.16, -0.21, 0.04, -0.46, 0.50, 0.18, 0.20, 0.23, 0.22, 0.22, 0.22, 0.01, 0.04, -0.26, -0.22, -0.23, -0.05, 0.02, 0.08, -0.63, 0.17, -0.25, -0.20, -0.25, -0.18, -0.04, -0.52, 0.81, -0.71, -0.72, 0.23, 0.22, 0.23, 0.44, 0.21, 0.21, 0.21, 0.21, 0.23, 0.23]
}

# 3
{
  "formula": "C37H30AuBrN4O2PSTe",
  "method": "ωB97M-V/def2-TZVPD",
  "energy_ev": -150059.854,
  "spin_multiplicity": 3,
  "relative_energy_kcal_mol": 0.0,
  "charge": 1,
  "species": ["Au", "N", "P", "C", "C", "C", "C", "C", "C", "C", "C", "C", "C", "C", "C", "C", "C", "C", "C", "C", "N", "H", "H", "H", "H", "H", "H", "H", "H", "H", "H", "H", "H", "H", "H", "H", "N", "C", "N", "C", "C", "C", "C", "C", "C", "S", "H", "H", "H", "H", "H", "H", "Br", "C", "C", "C", "C", "C", "C", "C", "O", "O", "H", "H", "H", "H", "Te", "C", "C", "C", "C", "C", "C", "H", "H", "H", "H", "H"],
  "positions_angstrom": [[0.34036, 0.28633, -0.83452], [-2.28082, -0.88316, -2.11582], [-1.99451, 0.26047, -0.89704], [-3.24117, 1.52172, -1.28406], [-4.58270, 1.13636, -1.25633], [-5.56395, 2.04091, -1.62212], [-5.20936, 3.32963, -2.00403], [-3.87803, 3.71356, -2.02548], [-2.88794, 2.80966, -1.66597], [-2.60637, -0.43775, 0.64990], [-2.99274, -1.75551, 0.84770], [-3.34674, -2.17763, 2.12199], [-3.29693, -1.29663, 3.19116], [-2.90858, 0.02391, 2.99590], [-2.56420, 0.45241, 1.72779], [-1.30249, -1.40494, -2.95277], [-1.64456, -2.17215, -4.06755], [-0.63087, -2.73433, -4.81568], [0.69704, -2.52349, -4.45283], [0.95128, -1.72406, -3.36073], [-0.03030, -1.17728, -2.63609], [-3.22443, -0.95640, -2.46479], [-4.85439, 0.13765, -0.93042], [-6.60408, 1.74450, -1.60091], [-5.97881, 4.03830, -2.27986], [-3.60677, 4.71798, -2.32183], [-1.84436, 3.10117, -1.68151], [-3.01306, -2.44941, 0.01756], [-3.65798, -3.20069, 2.28567], [-3.56712, -1.63596, 4.18261], [-2.87806, 0.71321, 3.82996], [-2.26560, 1.48167, 1.54963], [-2.68276, -2.32626, -4.33043], [-0.87211, -3.33797, -5.68026], [1.50567, -2.96842, -5.01335], [1.95329, -1.50004, -3.01683], [1.81745, 0.27696, 2.45543], [1.21550, -0.88590, 2.18003], [0.79933, -1.26377, 1.00394], [0.29973, -2.56214, 1.04578], [-0.10234, -3.32965, -0.04133], [-0.57081, -4.61534, 0.17012], [-0.64712, -5.15335, 1.45130], [-0.22627, -4.41578, 2.54595], [0.25515, -3.13690, 2.32550], [0.91058, -2.02029, 3.48958], [2.25272, 0.79351, 1.69146], [2.26851, 0.37297, 3.34933], [-0.03149, -2.91962, -1.03584], [-0.87568, -5.21448, -0.67848], [-1.02160, -6.15834, 1.59233], [-0.25919, -4.83237, 3.54411], [5.61376, 0.51907, 1.85422], [5.83002, 0.09209, 0.01716], [7.07970, -0.37340, -0.36384], [7.30896, -0.75486, -1.67381], [6.29427, -0.66963, -2.61277], [5.04741, -0.21344, -2.23177], [4.78916, 0.17894, -0.91727], [3.37598, 0.61024, -0.61007], [2.48621, 0.06611, -1.33845], [3.15730, 1.46771, 0.27476], [7.86736, -0.44363, 0.37313], [8.28444, -1.12847, -1.95515], [6.47133, -0.97137, -3.63632], [4.24377, -0.13948, -2.95095], [0.92731, 2.99586, -0.39869], [0.69147, 3.75270, 1.55583], [-0.07564, 3.13546, 2.53822], [-0.21436, 3.73499, 3.78017], [0.39368, 4.95549, 4.03963], [1.15922, 5.57102, 3.05885], [1.30773, 4.97627, 1.81729], [-0.55938, 2.19050, 2.33963], [-0.80336, 3.25086, 4.54894], [0.26075, 5.43489, 5.00031], [1.63807, 6.52005, 3.25970], [1.90451, 5.45917, 1.05334]],
  "lowdin_charge": [0.66, -0.08, 0.92, -0.34, -0.09, -0.06, -0.06, -0.06, -0.09, -0.36, -0.08, -0.06, -0.06, -0.06, -0.11, -0.38, 0.00, -0.04, -0.04, -0.11, 0.00, 0.11, 0.11, 0.11, 0.11, 0.11, 0.04, 0.10, 0.11, 0.11, 0.11, 0.09, 0.12, 0.12, 0.11, 0.10, 0.13, -0.67, 0.03, -0.32, -0.03, -0.08, -0.09, -0.09, -0.48, 1.10, 0.04, 0.10, 0.08, 0.11, 0.11, 0.11, 0.80, -0.59, -0.13, -0.07, -0.07, -0.03, -0.15, -0.62, -0.17, -0.21, 0.10, 0.11, 0.11, 0.11, 1.29, -0.58, -0.15, -0.07, -0.06, -0.07, -0.15, 0.06, 0.11, 0.11, 0.11, 0.09]
}

# 4
{
  "formula": "C20H11F4N6O2Pt",
  "method": "ωB97M-V/def2-TZVPD",
  "energy_ev": -48062.912,
  "spin_multiplicity": 2,
  "relative_energy_kcal_mol": 48.5,
  "species": ["Pt", "N", "C", "O", "C", "C", "H", "H", "H", "H", "H", "H", "O", "N", "C", "C", "C", "C", "C", "H", "H", "H", "H", "H", "F", "C", "C", "F", "C", "C", "C", "F", "C", "C", "C", "N", "C", "N", "F", "C", "C", "N", "C", "N"],
  "positions_angstrom": [[0.20584, 1.40032, 0.10454], [-0.38448, 2.99996, 4.20793], [-0.21317, 2.62348, 2.92257], [0.16537, 1.49558, 2.63425], [-0.53903, 3.66223, 1.87055], [0.21738, 3.44249, 0.56846], [-0.26187, 2.32121, 4.93872], [-0.75037, 3.90277, 4.45004], [-0.34715, 4.66137, 2.27484], [-1.61275, 3.58209, 1.68549], [1.28131, 3.65619, 0.66565], [-0.22599, 3.99543, -0.25490], [2.44401, 1.30660, 0.57169], [2.78893, 0.05830, 0.70616], [3.56468, -0.52652, -0.23015], [3.95069, -1.84090, -0.10336], [3.54016, -2.57987, 0.99642], [2.72582, -1.96566, 1.93699], [2.35893, -0.64972, 1.77292], [3.83671, 0.11027, -1.05678], [4.57057, -2.27867, -0.87260], [3.83861, -3.61224, 1.11015], [2.36957, -2.50547, 2.80230], [1.71005, -0.10517, 2.44467], [-1.60529, -1.75834, 0.93096], [-1.75580, -1.81161, -0.39477], [-0.69799, -2.13394, -1.16895], [0.48427, -2.36643, -0.59042], [-0.78331, -2.08332, -2.58358], [-2.09490, -2.18111, -3.09847], [-3.17810, -1.86915, -2.31249], [-4.36831, -1.72191, -2.88745], [-2.99380, -1.42863, -0.98024], [-3.72456, -0.38154, -0.34913], [-2.85479, 0.55892, 0.23421], [-1.99177, 1.27617, 0.52283], [-5.07870, -0.04620, -0.55055], [-6.18238, 0.26351, -0.67284], [-2.26693, -2.30865, -4.40913], [0.34511, -1.50478, -3.27151], [0.74745, -1.75762, -4.59274], [1.10542, -1.98998, -5.66446], [0.79137, -0.40421, -2.51989], [0.86916, 0.49476, -1.78794]],
  "nbo_charge": [0.85, -0.81, 0.70, -0.66, -0.55, -0.45, 0.41, 0.40, 0.22, 0.25, 0.20, 0.20, -0.59, 0.07, 0.02, -0.22, -0.17, -0.21, 0.01, 0.25, 0.24, 0.23, 0.24, 0.27, -0.29, 0.31, 0.37, -0.31, -0.10, 0.35, 0.33, -0.28, -0.06, -0.34, 0.41, -0.46, 0.27, -0.29, -0.28, -0.35, 0.26, -0.30, 0.41, -0.51]
}